ORCA calculation (the ωB97M-V functional and the def2-TZVPD basis) on a structure of composition C40H53N9O8S2Tl.

```
113
Properties=species:S:1:pos:R:3:forces:R:3:lowdin_charge:R:1
Tl -1.466 -0.756 -0.424 -0.50 0.39 0.37 1.157
O 1.410 -2.936 2.413 0.25 -0.19 -0.01 0.163
C 0.485 -2.306 1.725 -0.05 -0.01 -0.15 -0.462
O 0.209 -2.529 0.560 -0.17 0.10 0.09 0.042
C -0.217 -1.259 2.527 -0.10 0.11 -0.07 -0.167
C -0.032 -1.069 3.879 0.03 0.02 -0.07 0.042
C -0.782 -0.073 4.504 0.01 -0.01 0.04 0.005
C -1.679 0.674 3.770 -0.03 0.00 -0.05 0.050
C -1.817 0.413 2.410 -0.01 -0.10 0.00 -0.183
N -1.092 -0.528 1.830 0.29 -0.16 -0.03 0.083
C -2.845 1.143 1.542 0.01 -0.02 0.01 -0.630
O -3.450 2.063 2.051 -0.03 0.05 0.07 0.084
O -2.986 0.669 0.359 0.02 0.03 -0.24 -0.103
H 1.957 -3.538 1.862 -0.17 0.15 0.04 0.129
H 0.666 -1.686 4.425 0.00 0.00 0.00 0.129
H -0.666 0.100 5.565 0.00 0.00 0.03 0.123
H -2.296 1.444 4.208 -0.02 0.02 -0.01 0.134
C 0.001 -2.958 -4.590 0.01 0.02 0.01 -0.042
C 0.902 -1.819 -4.097 -0.03 -0.10 0.03 -0.347
C 1.412 -2.094 -2.686 -0.01 0.06 -0.12 -0.069
C 0.257 -0.454 -4.261 -0.07 -0.17 -0.32 -0.170
C 0.818 0.427 -5.182 -0.02 0.00 -0.09 -0.035
C 0.231 1.652 -5.464 -0.02 -0.05 0.01 -0.063
C -0.956 2.004 -4.847 0.05 -0.01 0.00 -0.027
C -1.555 1.162 -3.914 -0.02 0.00 0.12 -0.130
C -2.888 1.570 -3.300 0.08 0.03 -0.04 -0.359
C -3.955 1.679 -4.394 0.01 -0.02 0.02 -0.045
C -2.787 2.878 -2.514 0.00 -0.01 0.00 -0.043
C -0.914 -0.050 -3.611 -0.33 0.22 -0.01 -0.197
N -1.516 -0.898 -2.630 0.06 -0.09 0.18 -0.026
C -2.550 -1.618 -3.005 -0.17 -0.30 -0.05 -0.089
C -3.344 -2.350 -2.139 0.21 0.32 -0.25 -0.321
C -4.400 -3.220 -2.451 -0.04 -0.11 0.12 0.008
C -4.859 -3.691 -1.244 -0.02 0.04 -0.10 -0.015
C -4.090 -3.080 -0.222 0.02 0.11 -0.18 -0.212
N -3.172 -2.262 -0.772 0.00 -0.44 0.42 0.066
C -4.365 -3.322 1.242 0.06 0.00 -0.03 -0.540
C -5.787 -2.831 1.554 0.03 0.01 0.01 -0.024
C -4.261 -4.827 1.524 0.01 0.02 0.00 -0.031
C -3.386 -2.578 2.129 -0.01 -0.01 -0.01 -0.043
H 0.600 -3.848 -4.776 0.00 -0.03 0.02 0.087
H -0.502 -2.693 -5.521 0.00 -0.01 -0.03 0.090
H -0.755 -3.222 -3.849 0.01 -0.01 -0.02 0.068
H 1.779 -1.803 -4.748 -0.01 0.01 -0.02 0.131
H 0.594 -2.147 -1.964 0.07 -0.03 -0.03 0.047
H 2.112 -1.323 -2.362 -0.05 -0.07 -0.03 0.062
H 1.931 -3.055 -2.659 0.01 -0.02 -0.01 0.098
H 1.717 0.133 -5.707 0.03 -0.02 -0.01 0.120
H 0.684 2.316 -6.188 0.01 0.01 -0.04 0.113
H -1.433 2.941 -5.103 -0.02 0.02 0.01 0.119
H -3.212 0.804 -2.598 -0.01 -0.02 0.01 0.111
H -3.763 2.533 -5.044 0.01 0.01 -0.03 0.082
H -4.939 1.814 -3.947 -0.02 0.02 0.01 0.087
H -3.982 0.786 -5.020 -0.02 -0.03 0.00 0.082
H -2.376 3.682 -3.127 0.00 0.02 -0.01 0.082
H -2.165 2.761 -1.627 0.00 -0.01 0.03 0.047
H -3.777 3.186 -2.176 -0.02 -0.01 0.02 0.095
H -2.794 -1.648 -4.065 0.07 0.01 0.00 0.162
H -4.742 -3.468 -3.442 -0.04 0.00 -0.03 0.119
H -5.673 -4.376 -1.082 -0.03 -0.04 0.00 0.112
H -6.530 -3.351 0.952 -0.02 -0.02 -0.01 0.084
H -5.877 -1.762 1.358 -0.01 0.02 -0.01 0.097
H -6.016 -3.009 2.606 -0.01 -0.01 0.02 0.091
H -4.961 -5.399 0.917 -0.02 -0.02 -0.01 0.082
H -4.486 -5.021 2.573 0.00 -0.01 0.02 0.091
H -3.255 -5.193 1.314 0.02 -0.01 -0.01 0.092
H -3.479 -1.507 1.965 0.01 0.03 0.01 0.069
H -2.363 -2.897 1.919 0.04 0.01 0.00 0.076
H -3.599 -2.783 3.179 0.00 0.00 0.01 0.104
C -2.026 5.156 1.063 0.02 -0.05 0.02 -0.078
C -0.717 4.500 1.515 -0.04 0.03 -0.04 -0.224
C -0.281 3.445 0.554 0.08 0.15 0.01 -0.582
N -0.503 2.193 0.691 -0.22 -0.10 0.03 0.031
N -0.109 1.430 -0.379 0.13 -0.10 -0.24 -0.028
C 0.505 2.144 -1.295 0.28 -0.14 -0.06 -0.706
N 1.154 1.639 -2.351 0.29 0.16 0.38 0.149
S 0.536 3.834 -0.939 0.01 0.02 0.01 1.135
H -2.300 5.949 1.756 -0.03 0.02 0.01 0.080
H -2.828 4.419 1.039 0.00 0.00 0.00 0.070
H -1.920 5.596 0.071 0.00 0.02 -0.03 0.073
H -0.850 4.023 2.485 0.00 -0.01 0.01 0.115
H 0.071 5.250 1.608 0.01 -0.01 0.05 0.109
H 1.114 0.646 -2.522 0.05 0.20 0.11 0.072
H 1.400 2.224 -3.131 -0.12 -0.05 -0.01 0.106
C 6.372 3.635 5.572 -0.01 -0.02 -0.02 -0.107
C 5.714 2.341 5.105 0.07 0.07 -0.03 -0.303
S 6.242 1.987 3.447 0.07 0.08 -0.03 0.635
O 7.661 1.755 3.434 -0.03 0.00 -0.02 -0.285
O 5.675 2.985 2.567 0.02 -0.03 0.05 -0.319
C 5.433 0.443 3.061 0.01 -0.01 0.03 -0.200
C 5.670 0.110 1.584 0.14 -0.08 -0.03 -0.123
N 4.468 -0.405 0.933 0.06 -0.08 0.03 0.056
C 3.469 0.331 0.382 -0.06 -0.03 0.12 -0.287
N 2.524 -0.437 -0.152 0.30 0.23 -0.04 0.145
C 2.928 -1.711 0.051 -0.14 -0.06 -0.09 -0.088
C 4.098 -1.721 0.741 0.03 -0.01 0.04 -0.136
N 4.729 -2.880 1.271 -0.02 0.18 -0.04 -0.321
O 4.041 -3.892 1.289 -0.11 -0.21 0.04 0.073
O 5.871 -2.816 1.674 0.10 0.02 0.07 0.111
C 3.427 1.816 0.421 0.02 0.00 -0.04 0.026
H 6.052 3.860 6.588 0.00 0.00 0.01 0.083
H 6.090 4.464 4.926 -0.02 0.02 0.00 0.081
H 7.455 3.540 5.561 0.03 -0.01 0.02 0.083
H 4.628 2.423 5.066 -0.03 -0.02 0.05 0.103
H 6.007 1.488 5.717 -0.02 -0.02 0.02 0.108
H 4.373 0.581 3.277 -0.02 -0.02 -0.03 0.112
H 5.853 -0.318 3.717 -0.07 -0.04 0.03 0.113
H 6.442 -0.647 1.494 -0.01 0.11 -0.03 0.123
H 5.993 0.990 1.030 -0.04 -0.01 0.03 0.126
H 2.380 -2.559 -0.316 0.02 -0.01 0.05 0.104
H 3.362 2.205 -0.594 -0.02 0.02 -0.04 0.083
H 4.293 2.254 0.914 -0.06 0.00 0.00 0.056
H 2.531 2.131 0.959 -0.03 0.02 -0.01 0.084
```
Positions in Å, forces in eV/Å.

Computed properties:
* total charge: +1
* 2S+1: 1
* LUMO level: -3.34 eV

---

ORCA calculation (the ωB97M-V functional and the def2-TZVPD basis) on a cluster of 3 separate species, C10H24F3NO5P in total at a distorted geometry.

```
44
Properties=species:S:1:pos:R:3:forces:R:3:nbo_charge:R:1
C 1.043 -0.600 -0.081 -0.45 0.11 0.94 -1.001
P 2.506 -1.876 -0.230 1.34 0.09 -0.29 1.103
O 1.982 -3.188 0.844 -1.38 0.78 -1.47 -1.001
N 4.039 -1.155 0.325 -2.25 -1.99 4.67 -1.066
C 4.288 -1.391 1.799 0.34 0.49 -4.46 1.049
F 3.140 -1.073 2.685 3.34 -0.91 -1.21 -0.393
F 4.701 -2.811 2.027 -1.02 3.56 0.64 -0.396
F 5.506 -0.568 2.145 -3.32 -2.24 0.20 -0.399
H 0.907 -0.121 -1.143 0.37 -0.70 2.16 0.217
H 0.033 -1.156 0.196 2.03 1.13 -0.51 0.206
H 1.343 0.154 0.764 -0.90 -1.09 -1.73 0.220
H 1.164 -3.552 0.364 1.86 0.78 1.00 0.464
C -0.982 -2.166 -3.837 0.23 -0.11 0.19 -0.256
O -1.342 -2.272 -2.465 -0.55 0.01 -0.42 -0.545
C -2.726 -1.979 -2.246 0.46 -0.50 0.46 -0.089
C -3.531 -3.261 -2.010 -0.13 0.37 -0.57 -0.089
O -3.623 -4.041 -3.207 0.32 -0.11 0.32 -0.557
C -2.755 -5.168 -3.182 -0.11 0.13 -0.16 -0.255
H 0.037 -2.545 -3.955 -0.14 0.09 0.18 0.202
H -1.648 -2.755 -4.476 -0.04 0.07 0.03 0.168
H -1.000 -1.117 -4.147 -0.03 0.00 -0.10 0.166
H -3.143 -1.400 -3.077 -0.01 -0.14 0.00 0.173
H -2.779 -1.362 -1.344 -0.03 0.00 0.00 0.189
H -4.555 -2.987 -1.733 0.03 0.02 0.03 0.177
H -3.106 -3.850 -1.188 0.08 0.11 -0.13 0.180
H -3.120 -5.903 -2.459 0.10 -0.07 0.05 0.163
H -1.729 -4.880 -2.934 -0.05 -0.01 0.05 0.187
H -2.756 -5.625 -4.176 -0.10 0.12 0.10 0.185
C 1.815 5.539 1.423 0.11 -0.03 0.19 -0.256
O 0.885 5.724 2.484 -0.20 -0.19 -0.42 -0.555
C -0.442 5.337 2.111 0.22 -0.13 0.73 -0.088
C -0.816 3.984 2.725 0.19 -0.21 -0.79 -0.087
O -0.065 2.921 2.129 -0.08 0.54 0.46 -0.548
C 0.981 2.462 2.978 0.11 -0.19 -0.22 -0.258
H 2.822 5.707 1.816 -0.21 0.01 0.04 0.190
H 1.767 4.524 1.016 -0.03 0.09 0.01 0.191
H 1.626 6.268 0.630 0.01 -0.04 -0.11 0.159
H -0.557 5.319 1.022 0.06 -0.12 0.08 0.176
H -1.118 6.100 2.509 -0.05 0.01 -0.01 0.173
H -1.871 3.781 2.513 -0.03 0.07 0.02 0.176
H -0.688 3.995 3.814 0.09 0.09 -0.12 0.175
H 0.558 1.927 3.834 0.08 0.01 0.08 0.164
H 1.607 3.288 3.328 -0.05 0.00 0.03 0.170
H 1.606 1.769 2.408 -0.19 0.09 0.05 0.216
```
Positions in Å, forces in eV/Å.

Computed properties:
* total charge: -1
* 2S+1: 1
* LUMO level: 2.69 eV

---

ORCA calculation (the ωB97M-V functional and the def2-TZVPD basis) on a cluster of 2 separate species, C9H14N2P in total at a distorted geometry.

```
26
Properties=species:S:1:pos:R:3:forces:R:3:nbo_charge:R:1
C 2.033 -3.214 0.288 1.37 -1.79 1.46 -0.171
C 0.760 -3.054 0.822 1.41 0.90 -0.66 -0.205
C 2.812 -2.123 -0.044 -1.75 0.31 0.18 -0.194
C 0.301 -1.793 1.001 -0.99 0.98 0.47 -0.201
C 2.299 -0.869 0.141 -0.81 1.41 -0.23 -0.198
C 1.064 -0.661 0.740 -0.90 0.33 0.22 -0.370
C -2.358 2.044 -0.143 2.78 3.17 3.03 -0.047
C -1.145 0.843 1.706 -0.51 -1.87 -1.98 -0.557
C -0.286 1.095 -2.253 2.93 -3.54 -0.93 -0.151
N -1.577 2.005 0.968 -1.68 2.01 -0.92 -0.487
N -1.037 2.139 -2.152 -1.29 1.91 0.61 -0.692
P 0.622 1.043 1.251 1.19 -1.46 -0.17 0.567
H 2.596 -4.167 0.424 -0.91 0.47 -0.70 0.231
H 0.107 -3.732 1.261 -0.48 -2.11 0.12 0.227
H 3.768 -2.209 -0.420 1.86 -0.48 -0.78 0.225
H -0.696 -1.779 1.414 -0.09 0.53 0.26 0.195
H 2.689 0.057 -0.238 1.26 0.01 0.01 0.207
H -2.640 1.099 -0.389 -1.37 -2.22 -1.29 0.202
H -2.623 3.016 -0.592 -0.22 -0.94 0.69 0.229
H -1.445 0.934 2.697 -0.14 0.38 1.96 0.234
H -1.657 -0.109 1.366 0.68 1.23 -0.10 0.236
H -0.731 0.259 -2.846 0.77 0.44 0.99 0.210
H 0.848 1.074 -1.913 -2.86 0.29 -0.86 0.240
H -1.205 2.842 1.490 -0.99 -0.62 -1.50 0.437
H -1.958 2.271 -2.564 0.56 -0.52 -0.36 0.422
H -0.542 2.985 -2.014 0.16 1.16 0.47 0.410
```
Positions in Å, forces in eV/Å.

Computed properties:
* total charge: +1
* 2S+1: 1
* LUMO level (spin up / spin down): -3.78 / -4.51 eV

---

ORCA calculation (the ωB97M-V functional and the def2-TZVPD basis) on a structure of composition C5H10O2.

```
17
Properties=species:S:1:pos:R:3:forces:R:3:nbo_charge:R:1
O 1.897 0.700 0.438 0.30 0.13 0.01 -0.729
C 1.584 -0.571 -0.109 -0.08 -0.30 -0.11 -0.056
C 0.107 -0.663 -0.435 0.03 -0.08 -0.11 -0.279
C -0.614 0.649 -0.638 0.03 0.26 -0.11 -0.286
C -1.968 0.357 -1.239 -0.12 0.07 -0.33 -0.054
O -2.268 -0.595 -0.189 -0.09 -0.12 0.01 -0.522
C -1.034 -0.281 0.460 0.17 -0.10 0.37 0.089
H 2.848 0.836 0.354 -0.18 0.00 0.10 0.477
H 1.911 -1.371 0.572 -0.17 0.08 -0.06 0.169
H 2.119 -0.711 -1.060 -0.05 0.01 0.15 0.170
H 0.897 0.372 2.429 -0.02 0.06 0.20 0.020
H -0.119 -1.482 -1.118 0.01 0.13 0.01 0.221
H -0.102 1.597 -0.556 -0.08 -0.12 -0.10 0.243
H -1.975 -0.117 -2.226 -0.01 0.07 0.05 0.171
H -2.667 1.200 -1.231 0.05 -0.14 0.12 0.181
H 0.434 0.297 3.007 0.11 0.00 0.07 -0.026
H -1.050 -0.217 1.542 0.10 0.05 -0.26 0.212
```
Positions in Å, forces in eV/Å.

Computed properties:
* 2S+1: 1
* LUMO level: 0.77 eV